Run A
Computed, not measured: a structure of composition C24H76O14, with ωB97M-V/def2-TZVPD.

Results
HOMO: -8.25 eV
Spin multiplicity: 1

Atoms and positions in Å:
C (-3.50, -2.37, 0.32)
O (-2.40, -1.48, 0.42)
H (-3.50, -2.88, -0.64)
H (-3.39, -3.20, 1.01)
H (-4.44, -1.84, 0.45)
H (-2.48, -0.88, -0.32)
C (-0.79, -3.79, -0.19)
O (-1.20, -3.28, 1.07)
H (0.06, -4.45, 0.01)
H (-1.52, -4.51, -0.55)
H (-0.61, -3.02, -0.95)
H (-1.83, -2.56, 0.98)
C (-0.78, -2.97, -3.29)
O (-0.46, -4.19, -2.59)
H (-0.69, -2.07, -2.69)
H (-0.19, -2.79, -4.19)
H (-1.83, -2.87, -3.58)
H (0.41, -3.96, -2.23)
C (-2.24, 1.80, 3.19)
C (-2.75, 0.42, 2.76)
C (-4.02, -0.04, 3.60)
O (-3.14, 0.42, 1.40)
H (-2.05, 1.84, 4.26)
H (-2.98, 2.57, 2.93)
H (-1.32, 1.87, 2.61)
H (-1.91, -0.26, 2.91)
H (-4.59, -0.83, 3.11)
H (-4.66, 0.84, 3.56)
H (-3.73, -0.25, 4.63)
H (-3.02, -0.48, 1.11)
C (2.92, -3.22, 3.70)
C (2.44, -2.52, 2.40)
C (1.14, -3.02, 1.83)
O (2.38, -1.16, 2.70)
H (3.44, -4.14, 3.41)
H (2.00, -3.59, 4.16)
H (3.42, -2.57, 4.41)
H (3.23, -2.67, 1.67)
H (0.37, -2.56, 2.45)
H (1.17, -4.11, 1.84)
H (0.83, -2.86, 0.80)
H (2.10, -0.65, 1.93)
C (2.52, 4.23, 2.04)
C (1.38, 3.77, 1.24)
C (1.03, 2.36, 1.44)
O (0.37, 4.58, 1.68)
H (2.33, 4.32, 3.11)
H (2.70, 5.24, 1.68)
H (3.32, 3.49, 1.94)
H (1.69, 3.92, 0.21)
H (1.00, 2.10, 2.50)
H (1.63, 1.65, 0.86)
H (0.00, 2.25, 1.10)
H (0.61, 5.48, 1.43)
C (-0.67, 0.33, 0.98)
C (0.33, -0.69, 0.41)
C (0.36, -0.82, -1.07)
O (1.64, -0.47, 0.82)
H (-0.85, 0.04, 2.02)
H (-1.56, 0.52, 0.39)
H (-0.24, 1.33, 1.06)
H (-0.06, -1.64, 0.77)
H (-0.63, -0.80, -1.52)
H (0.78, -1.72, -1.52)
H (0.72, 0.15, -1.44)
H (2.14, -1.20, 0.44)
C (3.23, 1.35, -1.06)
C (4.45, 0.77, -0.39)
C (3.99, 0.23, 0.96)
O (4.99, -0.17, -1.27)
H (3.41, 1.91, -1.98)
H (2.82, 2.04, -0.33)
H (2.48, 0.59, -1.29)
H (5.10, 1.61, -0.16)
H (3.20, -0.51, 0.83)
H (3.71, 1.03, 1.63)
H (4.92, -0.10, 1.42)
H (5.57, 0.45, -1.71)
C (-2.98, -1.14, -3.32)
C (-2.57, 0.03, -2.39)
C (-2.95, 1.44, -2.96)
O (-3.11, -0.14, -1.09)
H (-4.05, -1.34, -3.36)
H (-2.55, -2.06, -2.93)
H (-2.61, -0.94, -4.33)
H (-1.49, 0.08, -2.23)
H (-4.01, 1.68, -3.02)
H (-2.58, 1.50, -3.99)
H (-2.40, 2.22, -2.45)
H (-3.31, 0.74, -0.78)
C (0.40, 4.54, -1.87)
C (-0.91, 3.71, -1.82)
C (-0.70, 2.31, -1.13)
O (-1.73, 4.54, -1.09)
H (0.39, 5.57, -2.24)
H (1.07, 4.23, -2.68)
H (0.91, 4.70, -0.92)
H (-1.23, 3.49, -2.84)
H (-0.14, 2.42, -0.20)
H (-0.01, 1.71, -1.71)
H (-1.71, 1.90, -1.07)
H (-2.61, 4.16, -1.09)
O (2.39, -1.18, -2.55)
H (2.55, -1.02, -3.48)
H (3.26, -1.35, -2.18)
O (1.59, -3.38, -2.30)
H (1.75, -2.45, -2.11)
H (2.46, -3.74, -2.47)
O (-3.41, 1.71, -0.11)
H (-4.32, 1.41, -0.20)
H (-3.11, 1.34, 0.72)
O (2.84, -1.95, -0.26)
H (2.88, -2.51, -1.03)
H (3.71, -1.56, -0.20)

Run B
Computed, not measured: a cluster of 14 separate species, C24H76O14 in total, with ωB97M-V/def2-TZVPD.

Results
HOMO: -9.33 eV
Spin multiplicity: 1

Atoms and positions in Å:
O (-2.03, 3.67, -0.78)
H (-1.33, 3.98, -0.19)
H (-2.79, 3.52, -0.21)
O (3.11, -0.55, 0.07)
H (2.93, -0.80, -0.84)
H (3.36, -1.38, 0.54)
C (-0.05, -0.17, 5.11)
C (-1.01, -1.16, 4.43)
O (-1.49, -0.73, 3.17)
H (0.74, 0.18, 4.44)
H (0.43, -0.69, 5.95)
H (-0.51, 0.77, 5.43)
H (-1.89, -1.19, 5.06)
H (-0.59, -2.16, 4.30)
H (-0.78, -0.62, 2.51)
C (2.44, 3.05, -0.76)
C (2.45, 4.13, -1.80)
O (2.91, 3.47, -2.98)
H (1.79, 2.26, -1.15)
H (2.10, 3.41, 0.21)
H (3.45, 2.59, -0.75)
H (3.10, 5.00, -1.57)
H (1.43, 4.51, -1.99)
H (3.41, 4.12, -3.48)
C (-0.07, 1.81, -5.05)
C (-0.24, 2.42, -3.63)
O (-1.57, 2.04, -3.20)
H (0.93, 2.11, -5.35)
H (-0.88, 2.15, -5.75)
H (-0.15, 0.73, -5.05)
H (-0.13, 3.52, -3.63)
H (0.58, 2.06, -2.98)
H (-1.73, 2.40, -2.32)
C (-2.99, -1.34, -3.20)
C (-2.95, -1.89, -4.65)
O (-3.33, -3.24, -4.78)
H (-2.28, -1.87, -2.54)
H (-4.00, -1.45, -2.81)
H (-2.59, -0.33, -3.22)
H (-1.97, -1.69, -5.01)
H (-3.60, -1.34, -5.35)
H (-2.64, -3.80, -4.40)
C (-0.05, -4.54, 1.36)
C (0.95, -3.83, 0.49)
O (2.13, -4.68, 0.15)
H (-0.94, -3.93, 1.35)
H (0.36, -4.61, 2.37)
H (-0.15, -5.57, 1.00)
H (1.31, -2.89, 0.93)
H (0.53, -3.62, -0.48)
H (2.75, -4.67, 0.88)
C (-3.92, -2.86, 0.92)
C (-4.61, -1.60, 1.45)
O (-4.10, -1.08, 2.68)
H (-4.03, -2.98, -0.17)
H (-4.33, -3.75, 1.42)
H (-2.87, -2.84, 1.14)
H (-5.64, -1.79, 1.70)
H (-4.55, -0.78, 0.68)
H (-3.14, -0.94, 2.57)
C (-0.22, 2.68, 2.53)
C (0.12, 4.16, 2.33)
O (0.03, 4.53, 0.97)
H (-1.18, 2.48, 2.06)
H (-0.29, 2.45, 3.59)
H (0.50, 2.01, 2.05)
H (1.13, 4.31, 2.75)
H (-0.56, 4.79, 2.92)
H (0.11, 5.48, 0.86)
C (-4.72, 1.41, -1.99)
C (-4.85, 2.54, -3.08)
O (-4.29, 2.25, -4.30)
H (-3.65, 1.27, -1.66)
H (-5.11, 0.46, -2.33)
H (-5.25, 1.65, -1.06)
H (-4.36, 3.43, -2.62)
H (-5.91, 2.81, -3.17)
H (-3.33, 2.41, -4.21)
C (-1.31, -0.52, -0.42)
C (0.02, 0.19, -0.23)
O (0.49, -0.24, 1.04)
H (-1.73, -0.20, -1.36)
H (-1.99, -0.32, 0.42)
H (-1.20, -1.59, -0.56)
H (-0.02, 1.28, -0.26)
H (0.74, -0.15, -0.98)
H (1.41, -0.03, 1.15)
C (4.92, 2.17, 2.71)
C (3.40, 2.10, 3.00)
O (2.86, 0.88, 2.58)
H (5.55, 1.63, 3.44)
H (5.18, 3.23, 2.79)
H (5.12, 1.78, 1.71)
H (2.87, 2.92, 2.43)
H (3.16, 2.24, 4.06)
H (3.15, 0.76, 1.67)
C (3.25, -3.37, -2.69)
C (2.40, -2.39, -3.52)
O (2.05, -1.24, -2.80)
H (4.04, -2.78, -2.22)
H (3.68, -4.20, -3.22)
H (2.70, -3.78, -1.84)
H (1.50, -3.01, -3.75)
H (2.95, -2.16, -4.46)
H (1.19, -0.93, -3.04)
C (2.50, -3.03, 4.86)
C (2.47, -2.29, 3.54)
O (3.33, -2.75, 2.56)
H (3.52, -3.02, 5.32)
H (2.16, -4.06, 4.76)
H (1.83, -2.55, 5.59)
H (2.75, -1.23, 3.71)
H (1.43, -2.29, 3.13)
H (4.21, -2.70, 2.98)

Which is most stable, and by how much? run B, by 465.4 kcal/mol.

Run A
Computed, not measured: a structure of composition C14H22FIN5O4Os, with ωB97M-V/def2-TZVPD.

Results
HOMO: -11.52 eV
Spin multiplicity: 1
Net charge: +1

Atoms and positions in Å:
Os (0.46, -1.00, 0.63)
N (2.01, -0.76, 2.16)
C (1.67, 0.24, 3.20)
C (0.49, 1.06, 2.72)
O (-0.05, 1.89, 3.43)
O (0.11, 0.81, 1.49)
H (2.07, -1.68, 2.59)
H (2.91, -0.56, 1.74)
H (2.50, 0.92, 3.39)
H (1.40, -0.25, 4.13)
N (0.03, 0.32, -1.00)
C (-0.70, -0.34, -2.12)
C (-1.95, 0.45, -2.56)
C (-3.27, 0.11, -1.83)
C (-3.25, 0.17, -0.31)
N (-2.89, 1.51, 0.16)
C (-2.58, 1.79, 1.44)
N (-2.66, 0.85, 2.37)
N (-2.22, 3.02, 1.77)
C (-1.04, -1.77, -1.74)
O (-1.62, -2.50, -2.49)
O (-0.66, -2.11, -0.51)
H (-0.52, 1.07, -0.59)
H (0.89, 0.73, -1.36)
H (-0.01, -0.40, -2.96)
H (-2.12, 0.25, -3.62)
H (-1.72, 1.51, -2.48)
H (-3.57, -0.90, -2.11)
H (-4.05, 0.78, -2.21)
H (-2.53, -0.54, 0.09)
H (-4.24, -0.12, 0.07)
H (-3.11, 2.28, -0.44)
H (-2.80, -0.11, 2.12)
H (-2.11, 1.00, 3.21)
H (-2.03, 3.71, 1.06)
H (-1.80, 3.17, 2.67)
F (5.68, -1.26, -2.64)
C (4.55, -1.18, -1.94)
C (3.73, -2.29, -1.85)
C (2.56, -2.20, -1.10)
C (2.21, -1.02, -0.46)
C (3.06, 0.09, -0.58)
C (4.24, 0.01, -1.31)
H (4.02, -3.20, -2.35)
H (1.93, -3.08, -1.03)
H (2.81, 1.02, -0.08)
H (4.90, 0.86, -1.40)
I (-0.74, -2.37, 2.65)

Run B
Computed, not measured: a structure of composition C14H22FIN5O4Os, with ωB97M-V/def2-TZVPD.

Results
HOMO: -11.22 eV
Spin multiplicity: 1
Net charge: +1

Atoms and positions in Å:
Os (0.61, -0.70, 0.73)
N (2.24, 0.00, 2.02)
C (1.72, 0.76, 3.18)
C (0.29, 1.17, 2.90)
O (-0.42, 1.74, 3.70)
O (-0.11, 0.89, 1.67)
H (2.67, -0.86, 2.36)
H (2.96, 0.50, 1.52)
H (2.31, 1.66, 3.37)
H (1.73, 0.15, 4.08)
N (0.26, 0.71, -0.86)
C (-0.42, 0.04, -2.00)
C (-1.67, 0.81, -2.51)
C (-3.06, 0.35, -2.03)
C (-3.30, 0.13, -0.54)
N (-3.06, 1.35, 0.23)
C (-2.92, 1.37, 1.56)
N (-2.91, 0.25, 2.27)
N (-2.82, 2.54, 2.21)
C (-0.78, -1.40, -1.65)
O (-1.20, -2.15, -2.48)
O (-0.64, -1.73, -0.36)
H (-0.34, 1.42, -0.44)
H (1.10, 1.17, -1.18)
H (0.30, -0.01, -2.82)
H (-1.69, 0.72, -3.59)
H (-1.51, 1.87, -2.30)
H (-3.29, -0.61, -2.51)
H (-3.79, 1.06, -2.42)
H (-2.64, -0.64, -0.17)
H (-4.33, -0.21, -0.39)
H (-3.27, 2.23, -0.21)
H (-2.86, -0.65, 1.82)
H (-2.62, 0.29, 3.23)
H (-2.73, 3.38, 1.67)
H (-2.25, 2.52, 3.05)
F (5.28, -2.30, -2.94)
C (4.29, -1.92, -2.12)
C (3.38, -2.86, -1.68)
C (2.36, -2.47, -0.83)
C (2.23, -1.14, -0.44)
C (3.16, -0.22, -0.90)
C (4.20, -0.60, -1.74)
H (3.48, -3.89, -2.00)
H (1.66, -3.23, -0.48)
H (3.11, 0.83, -0.61)
H (4.93, 0.12, -2.10)
I (0.38, -2.47, 2.74)

Which is most stable, and by how much? run B, by 8.5 kcal/mol.

Run A
Computed, not measured: a cluster of 2 separate species, C2H3ClF2S in total, with ωB97M-V/def2-TZVPD.

Results
HOMO (spin up / spin down): -9.67 / -9.67 eV
Spin multiplicity: 1

Atoms and positions in Å:
C (-0.47, -0.59, -0.10)
C (0.81, -0.33, 0.45)
F (0.65, 1.87, -1.03)
F (1.00, 0.11, 1.65)
S (-1.79, 0.52, 0.53)
Cl (2.14, -0.89, -0.33)
H (-0.59, -0.41, -1.11)
H (-0.77, -1.65, 0.16)
H (-0.99, 1.37, -0.22)

Run B
Computed, not measured: the molecule C2H3ClF2S, with ωB97M-V/def2-TZVPD.

Results
HOMO: -9.75 eV
Spin multiplicity: 1

Atoms and positions in Å:
F (-1.08, 1.11, 0.97)
C (-0.94, 0.15, 0.03)
F (-1.23, 0.58, -1.23)
Cl (-2.21, -1.11, 0.34)
C (0.53, -0.53, -0.01)
S (2.00, 0.46, 0.54)
H (0.36, -1.39, 0.64)
H (0.81, -0.83, -1.08)
H (1.76, 1.55, -0.19)

Run C
Computed, not measured: the molecule C2H3ClF2S, with ωB97M-V/def2-TZVPD.

Results
HOMO: -9.55 eV
Spin multiplicity: 1

Atoms and positions in Å:
F (-2.16, 0.28, -0.76)
C (-1.36, 0.40, 0.29)
F (-1.77, -0.48, 1.24)
C (0.29, -0.03, -0.43)
S (0.71, -1.67, -0.27)
Cl (1.40, 1.25, 0.10)
H (-1.34, 1.53, 0.56)
H (-0.06, 0.07, -1.39)
H (1.01, -1.61, 0.96)

Which is most stable, and by how much? run B, by 23.1 kcal/mol.

Run A
Computed, not measured: the ion C2H5N4 with charge +1, with ωB97M-V/def2-TZVPD.

Results
HOMO: -15.82 eV
Spin multiplicity: 1
Net charge: +1

Atoms and positions in Å:
N (-3.48, -0.54, 0.31)
C (-2.40, -0.31, 0.06)
N (-1.10, -0.01, -0.10)
N (-0.75, 1.39, 0.05)
C (-0.22, -0.98, -0.18)
N (1.10, -0.93, -0.13)
H (-1.59, 1.85, 0.35)
H (-0.82, 1.92, -0.85)
H (-0.75, -1.97, -0.09)
H (1.72, -1.70, -0.55)
H (1.37, -0.01, -0.21)

Run B
Computed, not measured: the ion C2H5N4 with charge +1, with ωB97M-V/def2-TZVPD.

Results
HOMO: -13.39 eV
Spin multiplicity: 1
Net charge: +1

Atoms and positions in Å:
N (0.87, -2.18, -0.11)
C (0.44, -1.11, -0.16)
C (0.02, 0.20, 0.22)
N (0.37, 0.01, 1.59)
N (-0.65, 1.16, -0.33)
N (-1.09, 1.31, -1.57)
H (1.64, -2.69, 0.30)
H (-0.11, 0.70, 2.18)
H (1.30, -0.37, 1.87)
H (-1.36, 2.29, -1.78)
H (-1.43, 0.68, -2.21)

Run C
Computed, not measured: the ion C2H5N4 with charge +1, with ωB97M-V/def2-TZVPD.

Results
HOMO: -15.13 eV
Spin multiplicity: 1
Net charge: +1

Atoms and positions in Å:
H (-1.64, 2.37, 1.53)
N (-0.87, 1.72, 1.46)
C (-0.87, 0.68, 0.85)
N (0.25, -0.11, 0.54)
C (0.11, -0.88, -0.71)
N (1.59, -0.74, -0.72)
N (1.57, -0.07, 0.41)
H (-1.69, 0.26, 0.28)
H (-0.31, -1.81, -0.63)
H (-0.46, -0.38, -1.56)
H (2.31, -1.05, -1.44)

Which is most stable, and by how much? run A, by 26.8 kcal/mol.

Run A
Computed, not measured: a cluster of 3 separate species, C3H7O2 in total, with ωB97M-V/def2-TZVPD.

Results
HOMO: -2.56 eV
Spin multiplicity: 1
Net charge: -1

Atoms and positions in Å:
C (-1.58, -0.05, -0.02)
O (-2.63, -0.56, -0.34)
H (-1.11, 0.67, -0.72)
H (-1.14, 0.06, 0.99)
H (0.80, -2.31, -3.44)
C (1.33, 1.08, 1.34)
C (1.30, 0.58, 0.05)
O (1.45, -0.59, -0.39)
H (1.57, 2.14, 1.37)
H (1.27, 0.44, 2.21)
H (0.96, 1.33, -0.70)
H (0.91, -2.41, -2.74)

Run B
Computed, not measured: the ion C3H7O2 with charge -1, with ωB97M-V/def2-TZVPD.

Results
HOMO: -2.31 eV
Spin multiplicity: 1
Net charge: -1

Atoms and positions in Å:
O (2.02, -0.90, 0.49)
C (1.55, 0.28, -0.15)
C (0.06, 0.42, -0.03)
C (-0.86, -0.80, -0.25)
O (-2.15, -0.23, 0.26)
H (1.67, 0.47, -1.26)
H (2.03, 1.20, 0.32)
H (-0.27, 0.74, 0.97)
H (-0.37, 1.30, -0.53)
H (-0.45, -1.60, 0.31)
H (-1.15, -1.09, -1.21)
H (-2.07, 0.20, 1.09)

Which is most stable, and by how much? run B, by 11.0 kcal/mol.

Run A
Computed, not measured: the ion C3H7O2 with charge -1, with ωB97M-V/def2-TZVPD.

Results
HOMO: -2.61 eV
Spin multiplicity: 1
Net charge: -1

Atoms and positions in Å:
C (0.27, -1.52, 0.78)
O (-0.51, -0.37, 0.88)
C (0.14, 0.88, 0.29)
C (-0.49, 0.97, -1.16)
O (1.43, 0.86, 0.33)
H (-0.42, -2.35, 1.03)
H (0.80, -1.61, -0.16)
H (0.98, -1.60, 1.62)
H (-0.37, 1.68, 0.89)
H (-0.35, 2.00, -1.53)
H (-1.56, 0.75, -1.15)
H (0.08, 0.33, -1.83)

Run B
Computed, not measured: a cluster of 2 separate species, C3H7O2 in total, with ωB97M-V/def2-TZVPD.

Results
HOMO: -3.86 eV
Spin multiplicity: 1
Net charge: -1

Atoms and positions in Å:
C (-0.20, -2.03, 1.36)
H (-0.95, -2.46, 2.07)
H (0.81, -2.43, 1.63)
H (-0.21, -0.92, 1.45)
H (-0.46, -2.33, 0.33)
O (1.11, 0.04, -0.33)
C (0.04, 0.71, -0.48)
O (-1.17, 0.39, -0.19)
C (0.21, 2.01, -1.30)
H (-0.22, 1.91, -2.34)
H (-0.30, 2.86, -0.83)
H (1.32, 2.24, -1.37)

Which is most stable, and by how much? run B, by 39.0 kcal/mol.

Run A
Computed, not measured: a structure of composition C3H7O2, with ωB97M-V/def2-TZVPD.

Results
HOMO: -2.21 eV
Spin multiplicity: 1
Net charge: -1

Atoms and positions in Å:
C (-1.14, -0.39, -1.31)
O (-1.81, -1.23, -1.89)
H (-1.12, 0.72, -1.54)
H (-0.30, -0.57, -0.56)
H (-0.41, -6.15, 2.68)
C (1.29, 0.34, 1.80)
C (0.70, 1.36, 0.93)
O (1.04, 1.56, -0.25)
H (1.10, 0.35, 2.87)
H (1.67, -0.54, 1.32)
H (-0.20, 1.97, 1.33)
H (0.37, -6.19, 2.45)

Run B
Computed, not measured: a cluster of 3 separate species, C3H7O2 in total, with ωB97M-V/def2-TZVPD.

Results
HOMO: -2.39 eV
Spin multiplicity: 1
Net charge: -1

Atoms and positions in Å:
C (3.27, 1.11, 0.51)
O (4.31, 1.65, 0.20)
H (2.39, 1.27, -0.12)
H (3.02, 0.52, 1.47)
H (-4.80, -2.07, -1.79)
C (-1.13, 0.29, 0.19)
C (-0.09, -0.61, 0.26)
O (0.99, -0.63, 0.93)
H (-1.70, 0.35, -0.72)
H (-1.35, 1.00, 0.99)
H (-0.26, -1.48, -0.41)
H (-4.67, -1.41, -1.50)

Which is most stable, and by how much? run B, by 7.6 kcal/mol.